ORCA calculation (ωB97M-V with the def2-TZVPD basis set) on a structure of composition C32H56F2IN3O5Si2 in a non-equilibrium geometry.

Structure (XYZ):
```
101
Properties=species:S:1:pos:R:3:forces:R:3
C -5.30700 -2.49707 0.09163 -0.518 0.138 0.697
C -5.20663 -0.97262 0.29066 -0.014 -0.440 -0.356
C -4.41673 -0.22648 -0.80843 -0.027 0.291 -0.322
C -5.11605 -0.31436 -2.19565 -0.436 0.593 0.824
Si -2.57817 -0.65061 -0.83521 -0.518 -0.876 0.428
C -1.77564 -0.66671 -2.54628 0.541 0.385 0.263
C -1.90400 -1.99137 -3.26590 -0.414 1.318 0.356
C -2.89597 -2.21266 -4.19906 0.084 0.504 0.339
C -2.93175 -3.41971 -4.83737 -1.355 0.006 -1.224
C -2.02589 -4.41704 -4.60345 0.298 -1.318 -0.143
C -2.07361 -5.73224 -5.35462 0.294 0.758 -0.295
C -1.05261 -4.19836 -3.65844 0.118 -0.347 -0.083
C -1.00900 -2.99011 -3.01219 1.259 -0.393 1.008
O -1.78157 0.39606 0.26852 -0.064 0.622 -1.019
Si -1.40679 1.89038 -0.25746 -0.735 0.370 0.650
I -3.13268 3.55888 0.30239 0.422 -0.390 -0.055
N 0.11062 2.52006 0.50299 1.169 -0.800 -1.181
C 1.04292 1.46807 0.76407 0.352 -1.544 -0.260
O 1.10766 0.39158 0.24975 -0.367 1.040 0.557
F 1.95247 1.81108 1.68531 -0.430 0.404 -0.200
C 0.72767 3.36503 -0.49862 -0.557 2.025 0.764
O 0.61969 4.55264 -0.53967 0.085 -1.622 -0.245
F 1.41924 2.67480 -1.41891 -0.335 0.024 0.368
H -4.42915 -3.02663 0.46553 0.059 0.041 -0.335
H -5.56622 -2.78910 -0.92766 0.299 0.028 0.004
H -6.13943 -2.84816 0.71387 0.126 -0.056 -0.063
H -4.78105 -0.78147 1.28131 0.030 0.069 -0.111
H -6.23060 -0.57822 0.31315 0.141 0.124 -0.043
H -4.48232 0.83899 -0.54324 0.253 -0.090 0.034
H -4.47328 0.00929 -3.01336 -0.034 -0.247 -0.038
H -5.57561 -1.28570 -2.37646 0.359 -0.044 -0.232
H -5.94152 0.40770 -2.15460 -0.017 -0.164 -0.190
H -2.43190 -2.01297 -0.28874 0.278 0.106 0.084
H -2.11080 0.18241 -3.15121 -0.086 -0.198 -0.067
H -0.70062 -0.49397 -2.38368 -0.150 0.069 0.067
H -3.59814 -1.41770 -4.40882 -0.118 -0.149 -0.172
H -3.70745 -3.57905 -5.58295 0.048 -0.061 0.013
H -2.05778 -5.50089 -6.42504 -0.281 -0.240 0.041
H -1.15813 -6.29616 -5.16967 -0.243 -0.189 0.182
H -2.96742 -6.30291 -5.10266 0.123 -0.121 -0.089
H -0.33169 -4.97984 -3.45045 0.067 0.097 0.087
H -0.21965 -2.84950 -2.27776 -0.086 0.195 0.005
H -1.21930 2.00301 -1.70907 0.017 -0.102 0.002
C -0.97136 -3.53486 5.84937 0.303 -0.106 -0.037
C -2.26296 -4.04503 5.17199 0.994 0.736 1.631
C -2.46565 -5.52637 5.50285 -0.028 -0.451 -0.391
C -1.50525 -6.44870 4.75272 -0.008 0.077 -0.019
C -1.56562 -6.18320 3.24955 -0.368 -0.210 0.451
C -1.34882 -4.71134 2.88971 1.942 0.035 -0.700
N -2.20701 -3.79890 3.70074 -1.837 -1.876 -0.191
O -3.41784 -3.85696 3.23182 0.081 0.791 -0.201
C 0.13922 -4.34724 3.06803 0.190 -0.014 0.305
C -1.59663 -4.52214 1.39464 -0.647 0.192 -0.148
C -3.37792 -3.23051 5.83003 -0.496 0.056 -0.450
H -0.14915 -4.24633 5.81174 0.012 0.038 -0.115
H -0.64011 -2.59495 5.40573 -0.008 -0.032 -0.049
H -1.14238 -3.34832 6.90975 -0.174 -0.022 -0.037
H -3.49112 -5.82144 5.25754 -0.015 0.141 -0.083
H -2.35341 -5.68011 6.57869 0.010 0.198 0.020
H -0.48386 -6.32329 5.12243 -0.007 0.036 -0.012
H -1.77068 -7.48949 4.95035 0.011 0.012 0.006
H -0.82100 -6.79907 2.74015 0.057 0.164 -0.099
H -2.54092 -6.51338 2.87748 -0.044 0.159 -0.023
H 0.29567 -3.27393 2.94899 -0.053 0.002 0.025
H 0.74385 -4.85104 2.31313 -0.152 -0.020 -0.088
H 0.55760 -4.65150 4.02404 -0.064 0.072 0.039
H -2.59308 -4.83976 1.08884 -0.054 0.111 0.124
H -0.89060 -5.11605 0.81369 0.127 -0.032 0.197
H -1.46623 -3.47794 1.10711 -0.025 0.000 0.034
H -3.27040 -2.16738 5.60715 0.000 -0.017 -0.039
H -3.33638 -3.35186 6.91232 0.185 -0.077 -0.024
H -4.37033 -3.55076 5.51604 0.061 0.044 -0.165
C 3.61858 5.75975 -0.23844 0.063 0.302 0.172
C 4.62686 5.20648 -1.26860 -1.432 -0.353 1.447
C 5.93633 4.85222 -0.55942 0.554 0.221 -0.136
C 6.75427 6.07852 -0.15776 -0.056 0.014 -0.050
C 6.98078 6.99377 -1.36020 0.147 -0.545 0.187
C 5.68344 7.37804 -2.07717 -0.343 1.918 0.604
N 4.82950 6.19052 -2.37240 2.254 -1.273 -0.446
O 5.34386 5.56273 -3.38707 -0.658 0.185 -0.401
C 4.90350 8.40161 -1.22716 -0.116 -0.042 0.335
C 6.02930 8.14713 -3.35303 0.028 -0.432 -0.508
C 3.97634 3.91884 -1.78601 0.432 0.069 -0.663
H 4.06940 6.42059 0.49929 0.007 0.068 -0.083
H 2.80328 6.29000 -0.73045 0.019 -0.003 -0.014
H 3.17361 4.94906 0.33719 0.075 -0.106 -0.090
H 6.55136 4.22536 -1.21349 -0.095 0.039 -0.121
H 5.72228 4.24981 0.32670 -0.192 -0.005 -0.059
H 6.25851 6.62427 0.64970 -0.027 0.001 -0.027
H 7.71809 5.75795 0.24372 -0.013 0.009 0.003
H 7.50263 7.89745 -1.03691 -0.133 0.104 -0.102
H 7.65267 6.48745 -2.06069 -0.129 -0.021 -0.106
H 3.91518 8.58794 -1.64999 0.002 -0.066 -0.009
H 5.43374 9.35437 -1.20353 0.087 -0.060 -0.141
H 4.78271 8.11188 -0.18659 -0.066 -0.073 -0.042
H 6.67536 7.58012 -4.02159 -0.125 -0.114 0.011
H 6.56139 9.06473 -3.10183 -0.057 -0.030 0.194
H 5.12646 8.42420 -3.90027 -0.004 -0.051 0.007
H 3.04651 4.13023 -2.30947 0.053 0.101 -0.055
H 3.74952 3.25184 -0.95604 0.097 0.177 0.176
H 4.63279 3.36660 -2.45769 -0.005 0.142 -0.089
```
Positions in Å, forces in eV/Å.

Values from the calculation:
Molar mass (g/mol): 783.9
Highest occupied orbital energy (alpha / beta) (eV): -8.50 / -8.80
Spin multiplicity: 3
Expectation value of S²: 2.008
HOMO-LUMO gap (alpha / beta) (eV): 8.7 / 9.0

***

ORCA calculation (ωB97M-V with the def2-TZVPD basis set) on the ion C32H56FN2O9S with charge +1 in a non-equilibrium geometry.

Structure (XYZ):
```
101
Properties=species:S:1:pos:R:3:forces:R:3
C 6.98857 1.32939 0.97077 0.021 0.095 0.045
C 7.09007 -0.18868 0.92032 -0.019 0.611 0.256
C 5.83275 -0.85536 0.35396 0.695 -0.073 -0.557
C 6.11197 -1.84089 -0.79343 0.059 0.152 0.575
C 5.16361 -3.02747 -0.81029 0.539 0.212 -0.204
C 3.79208 -2.63929 -1.31744 0.167 -0.527 0.597
C 2.83578 -3.82417 -1.43230 0.276 0.518 0.104
C 1.78084 -3.61403 -2.50700 0.162 -0.833 0.025
C 0.50517 -4.45085 -2.29996 -0.123 0.402 -0.561
C -0.79510 -3.61312 -2.34209 0.721 -0.805 0.915
C -1.47966 -3.59718 -0.96213 0.166 0.550 -0.873
C -2.31596 -2.31697 -0.76860 0.022 -0.800 0.249
C -1.72901 -1.33498 0.29089 0.164 -0.481 -0.185
C -1.93527 -2.10642 1.58433 -1.508 -0.041 1.570
O -3.00373 -2.14292 2.16891 1.704 0.004 -1.179
N -0.78259 -2.88423 2.05498 -0.750 1.030 0.220
C -0.25832 -2.52599 3.31192 3.668 -1.274 1.124
O 0.88005 -2.81022 3.66503 -3.472 0.804 -0.931
F -1.07578 -1.83132 4.10916 0.177 -0.081 -0.455
C -0.27827 -1.00563 -0.13652 -0.443 0.011 -0.428
C 0.77388 -0.53867 0.87570 0.729 0.233 -0.106
O 1.88424 -0.08292 0.13575 -0.128 0.011 -0.094
C 2.09544 1.31526 0.21532 0.265 0.690 -0.177
C 2.84742 1.80192 -0.99627 -0.208 -0.039 -0.098
C -0.58842 -0.03858 -1.22580 0.825 -0.398 1.348
N -1.74239 0.48886 -1.11371 -0.090 -0.198 -1.348
S -2.24960 1.63776 -2.33245 -0.610 2.421 -1.144
C -1.23011 1.34282 -3.76614 -0.094 -1.006 0.713
O -3.60220 1.42982 -2.69865 -0.163 -1.225 0.149
O -1.91378 2.90936 -1.79479 0.601 -0.041 0.548
C -2.46692 0.04342 0.17201 0.123 -0.012 0.089
C -3.98444 -0.11561 0.03004 -0.249 0.450 0.165
C -4.87617 0.93817 0.68771 -0.014 0.322 -0.649
C -5.02750 2.25685 -0.07074 -0.537 0.061 0.747
C -5.62019 3.33356 0.84037 0.286 0.240 -0.470
C -4.56730 4.13159 1.55945 -0.769 0.123 0.382
O -3.73987 4.77254 0.59566 0.434 -0.252 -0.103
C -2.66463 5.38785 1.12126 0.477 0.458 1.483
C -1.69757 5.92599 0.12273 -0.307 0.135 -0.391
O -2.48743 5.51172 2.31922 -0.383 -0.408 -1.098
C -2.00803 1.12499 1.15441 -0.218 -0.367 0.519
C -2.10682 0.73543 2.62273 -0.065 0.466 0.245
C -1.76104 1.96371 3.45087 1.914 0.761 -0.262
O -0.68391 2.51874 3.27791 -1.842 -0.807 0.344
O -2.63704 2.38768 4.36889 0.376 0.151 -0.200
H 7.13935 1.78263 -0.00326 -0.059 0.066 -0.264
H 6.02344 1.65351 1.34670 -0.266 0.032 0.086
H 7.73097 1.74787 1.63783 0.268 0.128 0.113
H 7.99076 -0.43265 0.36695 0.078 -0.289 -0.209
H 7.25962 -0.51012 1.94053 0.065 -0.357 0.208
H 5.33545 -1.38218 1.15974 -0.399 0.000 0.133
H 5.20400 -0.06319 -0.03509 -0.516 0.078 0.168
H 6.06532 -1.30756 -1.73939 0.043 0.039 -0.271
H 7.13221 -2.19025 -0.68840 0.248 -0.215 -0.007
H 5.61153 -3.79465 -1.43574 -0.117 -0.287 -0.226
H 5.12497 -3.43216 0.19851 -0.176 -0.193 0.178
H 3.93499 -2.13545 -2.26826 -0.195 0.151 -0.292
H 3.38242 -1.94746 -0.58961 -0.222 0.515 -0.170
H 2.38088 -3.99280 -0.45768 -0.168 -0.051 0.177
H 3.42458 -4.70863 -1.64450 -0.016 -0.378 -0.126
H 1.58187 -2.55180 -2.63887 -0.215 0.223 0.129
H 2.23453 -3.95045 -3.43154 0.108 0.254 -0.413
H 0.45085 -5.19974 -3.07795 0.034 -0.280 -0.163
H 0.60123 -4.99822 -1.36889 -0.174 -0.093 0.265
H -1.45963 -4.01341 -3.09414 -0.313 0.208 -0.259
H -0.48495 -2.60782 -2.60337 -0.269 0.382 -0.303
H -2.09969 -4.47660 -0.87672 -0.219 -0.273 0.154
H -0.68074 -3.68989 -0.23876 0.038 0.072 0.366
H -2.42692 -1.83903 -1.73424 0.023 0.290 -0.190
H -3.31228 -2.61173 -0.47839 -0.325 0.134 0.217
H -0.97241 -3.87666 2.01125 0.193 -0.240 -0.035
H 0.25042 -1.78831 -0.67427 -0.148 -0.603 0.143
H 1.10720 -1.39346 1.44410 -0.070 -0.316 0.166
H 0.43598 0.22403 1.56707 -0.167 0.133 0.149
H 1.15557 1.86885 0.26811 -0.402 -0.144 0.061
H 2.65248 1.58237 1.10881 0.030 -0.147 0.353
H 3.90283 1.58601 -0.94272 0.290 -0.191 -0.082
H 2.72388 2.87109 -1.09888 0.071 0.356 0.108
H 2.42696 1.36234 -1.89486 0.029 -0.224 -0.272
H 0.14373 0.11252 -2.00027 -0.133 0.491 -0.355
H -1.29372 0.28827 -4.01095 0.141 -0.210 -0.131
H -0.21762 1.67526 -3.60181 0.235 0.140 0.028
H -1.70826 1.88525 -4.56522 -0.273 0.436 -0.063
H -4.26556 -1.06430 0.45432 0.143 -0.323 0.252
H -4.25661 -0.18063 -1.01483 -0.007 -0.014 -0.324
H -5.86536 0.50007 0.73568 -0.265 -0.173 0.168
H -4.60398 1.15903 1.71269 0.255 -0.154 0.271
H -4.09200 2.63475 -0.45683 0.194 0.051 -0.243
H -5.72548 2.13203 -0.88620 0.126 -0.244 -0.500
H -6.20153 4.02605 0.24371 -0.193 0.179 -0.148
H -6.29966 2.91660 1.57542 -0.165 -0.198 0.175
H -5.04779 4.88191 2.17557 0.008 0.250 0.200
H -3.98823 3.51867 2.24124 0.441 -0.125 0.049
H -2.04759 5.85241 -0.89749 -0.105 -0.118 -0.182
H -0.75016 5.42013 0.22392 0.263 -0.280 0.085
H -1.52208 6.96296 0.36309 0.058 0.343 0.094
H -0.97868 1.37993 0.96784 0.295 0.150 -0.066
H -2.55118 2.04358 0.98093 -0.330 0.171 -0.193
H -1.33819 0.02236 2.88448 0.183 -0.192 0.011
H -3.04709 0.27705 2.89941 -0.295 -0.011 -0.026
H -3.44343 1.86966 4.32920 -0.236 -0.184 0.109
```
Positions in Å, forces in eV/Å.

Values from the calculation:
Molar mass (g/mol): 663.9
Highest occupied orbital energy (eV): -12.25
Total charge: +1
HOMO-LUMO gap (eV): 7.7